#P
ORCA calculation (wB97M-V/def2-TZVPD) on 2 unconnected molecules or ions with the total composition C9H10N2O3S.

For the HOMO energy, the calculation gives -0.3028 hartree. Its orbital gap is 8.26 eV. Its SMILES is N/C(O)=C(/c1ccccc1)[N+](=O)[O-].C=S.

CARTESIAN COORDINATES (ANGSTROEM)
C1 2.41601 -1.71280 -0.56631
C2 1.71335 -1.24311 -1.67585
C3 1.86961 -1.52456 0.67326
C4 0.50361 -0.60944 -1.52944
C5 0.67771 -0.83257 0.88148
C6 -0.03166 -0.35347 -0.21750
C7 -2.47997 -0.32671 0.55227
C8 2.29813 2.41004 0.20419
C9 -1.37100 0.29663 0.01870
N1 -3.70952 0.15059 0.83185
N2 -1.51910 1.63990 -0.31397
O1 -2.36285 -1.62410 0.85097
O2 -2.60036 2.19773 -0.03503
O3 -0.60116 2.17826 -0.94681
S1 3.15396 1.45125 1.18373
H1 3.33506 -2.22150 -0.79939
H2 2.04112 -1.29109 -2.63532
H3 2.31031 -1.82692 1.64540
H4 0.02596 -0.21586 -2.34944
H5 0.29634 -0.70285 1.94589
H6 1.16871 2.29077 -0.07846
H7 2.66277 3.24310 -0.23158
H8 -3.70218 1.12888 1.02756
H9 -4.23404 -0.50647 1.41868
H10 -1.86081 -1.99573 0.14513

Atom-resolved charges from Löwdin, all expressed in e: -0.083 -0.070 -0.146 -0.007 -0.078 -0.169 -0.336 -0.517 -0.088 0.194 -0.326 0.116 0.015 0.017 0.642 0.105 0.074 0.116 0.089 0.148 0.026 -0.053 0.084 0.137 0.108

=====

#Q
ORCA calculation (wB97M-V/def2-TZVPD) on C9H10N2O3S in the gas phase.

For the HOMO energy (spin up / spin down), the calculation gives -0.3079 / -0.3228 hartree. Its orbital gap (spin up / spin down) is 7.55 / 7.77 eV.

CARTESIAN COORDINATES (ANGSTROEM)
C1 -3.60761 0.78707 -0.62719
C2 -2.74122 1.80527 -1.13421
C3 -3.08581 -0.32516 -0.09154
C4 -1.38819 1.60231 -0.96637
C5 -1.13076 -1.82390 0.34849
C6 -1.71352 -0.52999 -0.01536
C7 -0.78924 0.45079 -0.43714
C8 0.08439 -2.14115 0.29400
C9 2.72824 0.91620 -0.64422
N1 0.56599 0.38979 -0.07632
N2 1.85850 -2.00366 1.94690
O1 0.59497 -4.21164 1.86120
O2 2.29138 -3.64396 0.14879
O3 1.34458 0.95842 -1.08089
S1 1.20537 -3.24672 1.00006
H1 -4.72731 0.91038 -0.55311
H2 -3.01666 2.75638 -1.47932
H3 -3.67666 -1.24915 0.03822
H4 -0.78638 2.38366 -1.43209
H5 -2.00508 -2.38973 0.58718
H6 3.29449 1.34227 -1.53439
H7 3.01390 -0.11787 -0.31711
H8 2.80267 1.72816 0.21172
H9 1.46695 -2.20210 2.88133
H10 2.84659 -1.83319 1.68987

Atom-resolved charges from Löwdin, all expressed in e: -0.080 -0.048 -0.070 -0.028 -0.105 -0.164 -0.206 -0.063 -0.069 0.117 -0.077 -0.289 -0.313 -0.182 0.545 0.126 0.087 0.127 0.114 0.116 0.100 0.080 0.117 0.082 0.081

=====

Which of them is least stable? Easy: #Q.